Computed, not measured: C36H39FN9O2Pd as an isolated structure, with ωB97M-V/def2-TZVPD.

The geometry in XYZ format:
```
88
Properties=species:S:1:pos:R:3:forces:R:3
Pd 1.2178 -0.7288 -0.3540 -0.72 -0.09 0.07
N 2.2274 -1.1273 -4.6214 0.00 -0.13 -0.09
C 1.3979 -0.0881 -4.9874 0.01 0.00 0.06
C 1.0075 0.4828 -3.8135 -0.08 0.10 0.17
N 1.5580 -0.1835 -2.7413 -0.08 0.18 -0.18
C 2.2936 -1.1412 -3.2543 0.14 0.04 -0.06
C 3.0751 -2.0569 -2.4461 -0.06 -0.03 -0.04
N 3.2669 -1.8791 -1.1612 0.56 -0.09 0.14
C 3.9978 -2.9705 -0.7371 -0.17 0.07 0.04
C 4.2383 -3.8191 -1.7756 0.01 0.05 0.03
N 3.6489 -3.2273 -2.8702 0.01 -0.01 -0.12
H 2.6539 -1.7764 -5.2515 0.13 -0.05 -0.09
H 1.1676 0.1302 -6.0207 0.06 -0.04 0.18
H 0.3527 1.3328 -3.6681 0.04 -0.17 0.00
H 4.2745 -3.0902 0.3020 -0.02 0.04 -0.15
H 4.7671 -4.7588 -1.8439 -0.12 0.13 0.01
H 3.5693 -3.6428 -3.7758 -0.06 -0.10 -0.16
C -0.2291 3.3166 3.4356 -0.07 -0.04 0.01
C 1.1671 3.1350 4.0189 -0.12 -0.13 0.18
N 1.2189 2.1721 5.1225 -0.09 0.06 -0.04
C 0.5168 2.5446 6.3535 -0.05 -0.09 -0.18
C -0.7910 1.7864 6.5523 0.00 -0.05 -0.03
C 1.9790 1.0363 5.1774 -0.18 -0.06 -0.03
O 2.0876 0.4054 6.2237 0.07 0.08 -0.08
C 2.6762 0.5569 3.9374 -0.22 0.12 0.05
C 3.9848 0.1164 4.0492 0.20 -0.03 0.08
C 4.6357 -0.3208 2.9100 0.11 -0.05 -0.04
C 3.9574 -0.2802 1.6976 0.08 0.00 -0.07
N 2.6820 0.0823 1.5852 0.19 0.06 0.21
C 2.0567 0.4626 2.6954 -0.08 0.06 -0.01
H -0.1812 3.9671 2.5561 -0.02 -0.07 0.10
H -0.9106 3.7704 4.1643 0.07 -0.07 -0.11
H -0.6462 2.3544 3.1246 0.03 0.11 -0.01
H 1.5297 4.0974 4.3919 0.05 0.05 0.04
H 1.8459 2.8217 3.2380 0.15 -0.09 -0.07
H 0.3407 3.6194 6.3148 -0.02 0.07 -0.03
H 1.1745 2.3351 7.1904 0.13 0.02 0.13
H -1.4681 1.9345 5.7084 0.03 0.00 0.06
H -1.2941 2.1199 7.4666 0.07 -0.03 -0.11
H -0.5810 0.7191 6.6442 -0.04 0.07 -0.01
H 4.4687 0.1277 5.0187 -0.01 -0.03 -0.04
H 5.6598 -0.6774 2.9551 -0.07 0.07 -0.03
H 4.4457 -0.5415 0.7619 -0.05 -0.05 0.07
H 1.0013 0.6912 2.5808 0.02 0.08 -0.09
C -2.0059 0.0361 -6.5477 0.02 0.04 0.06
C -2.3684 0.1104 -5.0857 0.00 -0.03 -0.02
C -2.7988 1.2907 -4.4996 0.04 0.09 0.03
C -3.1624 1.3573 -3.1564 -0.04 -0.02 0.00
C -3.0947 0.2170 -2.3604 -0.08 0.11 0.26
N -3.5156 0.1399 -1.0105 0.12 -0.08 -0.39
C -3.8737 1.1169 -0.1223 -0.09 0.11 0.42
O -4.7257 0.9455 0.7386 0.26 0.10 -0.38
N -3.1894 2.3183 -0.2455 0.22 -0.08 -0.30
C -1.7717 2.4127 -0.3866 -0.11 -0.21 0.02
C -1.2130 3.5446 -0.9567 -0.06 0.08 -0.17
C 0.1696 3.6278 -1.0435 0.04 0.05 -0.02
C 0.9405 2.5926 -0.5349 0.07 -0.01 0.08
N 0.4172 1.5084 0.0467 -0.38 0.13 0.11
C -0.9196 1.4219 0.1073 0.15 0.12 -0.06
C -2.6556 -0.9706 -2.9383 0.20 -0.20 -0.04
C -2.2995 -1.0192 -4.2720 -0.01 -0.08 -0.02
H -1.9412 1.0341 -6.9890 0.00 -0.07 0.03
H -2.7537 -0.5304 -7.1095 0.03 0.02 0.00
H -1.0418 -0.4608 -6.6872 -0.08 0.01 0.00
H -2.8520 2.1970 -5.1002 -0.03 -0.10 0.07
H -3.5180 2.2952 -2.7571 0.02 0.01 0.12
H -3.7131 -0.7910 -0.6805 -0.10 -0.16 0.09
H -3.6207 3.0594 0.2735 -0.10 0.09 0.28
H -1.8551 4.3396 -1.3283 0.08 -0.10 0.00
H 0.6418 4.4944 -1.4918 0.01 -0.04 0.03
H 2.0262 2.6306 -0.5647 -0.08 -0.02 -0.01
H -1.3128 0.5321 0.5835 -0.01 -0.05 0.05
H -2.5720 -1.8609 -2.3241 0.04 -0.02 0.04
H -1.9529 -1.9638 -4.6853 -0.02 0.10 0.04
F -4.8556 -4.6306 0.0739 -0.16 -0.07 -0.01
C -3.5815 -4.1311 0.1471 0.09 0.12 0.04
C -2.6153 -4.5989 -0.7180 0.23 0.07 -0.22
C -1.3213 -4.0948 -0.6406 -0.14 0.09 0.01
C -0.9268 -3.1192 0.3181 -0.12 -0.10 0.03
C 0.4339 -2.6746 0.4486 -0.12 0.21 -0.11
C -1.9779 -2.6720 1.1697 -0.09 -0.04 -0.10
C -3.2765 -3.1690 1.0913 0.18 0.22 0.14
H -2.8822 -5.3528 -1.4534 0.05 0.04 0.05
H -0.5660 -4.4655 -1.3275 -0.03 -0.03 0.02
H 1.1452 -3.3643 0.0018 0.09 -0.15 -0.04
H 0.7054 -2.4153 1.4689 0.01 -0.03 0.23
H -1.7395 -1.9216 1.9205 -0.05 -0.06 -0.04
H -4.0511 -2.8243 1.7733 0.11 -0.01 -0.09
```
Forces are in eV/Å.

DFT total energy = -2266.2691 Ha
HOMO level = -1.32 eV
total charge = -1